{
  "formula": "C11H13N2Se",
  "method": "wB97M-V/def2-TZVPD",
  "e_above_lowest_kcal_mol": 0.0,
  "charge": 1,
  "lumo_ev": -3.2,
  "gap_ev": 8.24,
  "symbols": ["C", "N", "C", "C", "N", "C", "Se", "C", "C", "C", "C", "C", "C", "C", "H", "H", "H", "H", "H", "H", "H", "H", "H", "H", "H", "H", "H"],
  "positions_angstrom": [[4.258, 1.003, -1.251], [3.453, 0.098, -0.465], [3.741, -1.173, -0.016], [2.669, -1.670, 0.677], [1.708, -0.770, 0.535], [0.334, -0.760, 1.089], [-0.842, -1.615, -0.463], [-2.310, -0.451, -0.095], [-2.998, -0.014, -1.248], [-4.139, 0.718, -1.118], [-4.567, 1.013, 0.145], [-3.865, 0.610, 1.228], [-2.730, -0.130, 1.148], [2.211, 0.333, -0.046], [4.246, 0.894, -2.392], [3.695, 1.989, -1.069], [5.164, 0.892, -0.795], [4.759, -1.424, -0.156], [2.533, -2.677, 1.222], [0.052, 0.310, 1.125], [0.128, -1.361, 2.081], [-2.461, -0.266, -2.215], [-4.700, 1.239, -1.940], [-5.515, 1.615, 0.280], [-4.101, 1.028, 2.213], [-2.255, -0.571, 1.903], [1.532, 1.140, -0.377]],
  "forces_ev_per_angstrom": [[-3.45, 2.00, -1.70], [-2.57, -1.57, 0.64], [0.86, 0.52, 0.14], [1.65, -3.21, 0.14], [-1.47, 2.23, 1.68], [-1.10, -1.27, -0.69], [0.97, 0.84, 1.80], [-0.15, -0.44, -2.59], [2.35, -0.98, -1.10], [-1.02, 1.21, -1.65], [-2.43, 1.43, 0.25], [-0.39, 1.40, 2.77], [-0.97, 0.29, -2.66], [-1.64, 0.33, -1.42], [0.04, -0.60, 1.80], [1.70, -1.01, -0.23], [2.85, 0.68, 0.51], [0.58, -1.09, 0.11], [0.28, 2.03, -1.09], [-0.16, -0.89, 0.32], [1.06, 1.37, -2.08], [-1.24, 0.54, 0.99], [0.82, -1.12, 0.51], [1.35, -0.69, -0.12], [-0.43, -0.48, -0.28], [1.66, -1.17, 3.52], [0.86, -0.36, 0.42]],
  "nbo_charge": [-0.399, -0.270, -0.048, -0.022, -0.317, -0.367, 0.324, -0.193, -0.232, -0.195, -0.201, -0.173, -0.262, 0.236, 0.253, 0.231, 0.227, 0.245, 0.277, 0.240, 0.271, 0.226, 0.239, 0.233, 0.223, 0.206, 0.248]
}

***

{
  "formula": "C11H13N3O3",
  "method": "wB97M-V/def2-TZVPD",
  "e_above_lowest_kcal_mol": 44.7,
  "lumo_ev": -2.0,
  "gap_ev": 5.36,
  "symbols": ["O", "O", "O", "C", "C", "C", "C", "C", "C", "C", "N", "N", "N", "C", "C", "C", "C", "H", "H", "H", "H", "H", "H", "H", "H", "H", "H", "H", "H", "H"],
  "positions_angstrom": [[2.794, 0.215, 1.744], [1.718, -4.220, 1.606], [-0.191, -3.789, 0.405], [2.041, -0.616, 1.233], [1.014, -3.587, 0.756], [-3.179, 2.977, -0.642], [-2.088, 3.520, 0.074], [-2.881, 1.726, -1.227], [-0.788, 2.863, 0.068], [-1.618, 1.089, -1.226], [-0.535, -0.652, 0.949], [2.728, -1.828, 0.878], [-0.577, 1.709, -0.584], [0.740, 0.951, -0.420], [1.026, -1.556, -0.723], [0.749, -0.410, 0.342], [1.877, -2.600, -0.013], [-4.181, 3.425, -0.693], [-2.213, 4.416, 0.557], [-3.674, 1.386, -1.872], [0.063, 3.320, 0.544], [-1.510, 0.046, -1.540], [-0.484, -0.256, 1.903], [-0.702, -1.704, 1.014], [3.103, -2.272, 1.698], [0.926, 0.591, -1.475], [1.636, 1.530, 0.034], [0.013, -1.867, -1.085], [1.720, -1.239, -1.528], [2.472, -3.170, -0.777]],
  "forces_ev_per_angstrom": [[-2.65, 0.52, 0.59], [-1.30, 0.86, -0.59], [1.01, 0.97, 0.53], [4.35, 0.12, -1.83], [0.48, -2.77, 0.79], [2.55, -1.11, 0.78], [1.14, -2.84, -1.70], [0.14, 0.63, -1.03], [-2.44, 1.08, -0.43], [-1.16, 0.94, 1.25], [-0.11, -1.11, 1.38], [-2.72, 1.60, -0.18], [-0.02, -0.90, 1.16], [1.57, -0.10, -1.20], [0.10, 0.94, 0.05], [0.38, -1.29, -0.95], [-0.86, -0.79, -0.48], [0.68, -0.18, 0.01], [0.12, 1.96, 1.23], [0.05, -0.97, 0.09], [0.07, -0.08, 0.15], [0.32, 0.66, -0.19], [-0.48, -0.55, -0.55], [0.26, 1.38, 0.01], [0.23, -0.68, -0.02], [0.25, 1.14, 1.10], [-1.90, -0.10, -1.04], [1.19, -0.31, 0.08], [-0.86, 0.56, 0.11], [-0.41, 0.45, 0.86]],
  "nbo_charge": [-0.594, -0.753, -0.777, 0.649, 0.720, -0.115, -0.208, -0.219, 0.102, 0.097, -0.880, -0.598, -0.256, -0.251, -0.412, 0.000, -0.173, 0.252, 0.232, 0.242, 0.242, 0.271, 0.368, 0.439, 0.431, 0.238, 0.278, 0.252, 0.205, 0.217]
}

***

{
  "formula": "C11H13N4O5Tl",
  "method": "wB97M-V/def2-TZVPD",
  "e_above_lowest_kcal_mol": 0.0,
  "charge": 2,
  "lumo_ev": [-10.0, -10.4],
  "gap_ev": [5.23, 4.84],
  "symbols": ["O", "C", "Tl", "O", "C", "C", "O", "C", "O", "C", "O", "H", "C", "N", "C", "N", "C", "N", "C", "N", "C", "C", "H", "H", "H", "H", "H", "H", "H", "H", "H", "H", "H", "H"],
  "positions_angstrom": [[-1.804, 4.579, -0.915], [-1.189, 3.695, -1.271], [0.127, 0.786, -2.226], [-3.507, -0.656, -2.969], [-2.456, -0.235, -2.888], [1.280, -1.331, -3.344], [1.832, -2.258, -3.696], [2.403, 1.760, -2.048], [3.421, 1.375, -2.486], [0.070, 1.929, -4.822], [0.085, 2.361, -5.876], [2.030, 2.683, -1.447], [1.221, -0.769, 0.464], [-0.073, -0.083, 0.141], [-0.291, 0.998, 1.185], [-0.322, 0.436, 2.546], [0.966, -0.265, 2.805], [1.214, -1.355, 1.825], [0.084, -2.318, 1.912], [-1.216, -1.669, 1.637], [-1.185, -1.074, 0.291], [-1.409, -0.569, 2.627], [2.044, -0.034, 0.388], [1.370, -1.583, -0.264], [-1.258, 1.480, 0.969], [0.529, 1.730, 1.099], [0.935, -0.700, 3.815], [1.784, 0.465, 2.736], [0.240, -3.114, 1.172], [0.050, -2.741, 2.928], [-2.143, -0.559, 0.111], [-1.038, -1.875, -0.446], [-1.424, -1.016, 3.632], [-2.368, -0.073, 2.413]],
  "forces_ev_per_angstrom": [[1.21, -1.72, -0.71], [-1.12, 1.59, 0.66], [0.04, -0.19, 0.84], [2.41, 0.98, 0.13], [-2.17, -0.88, -0.07], [1.34, -2.65, -1.01], [-1.22, 2.13, 0.77], [1.96, 1.12, -0.20], [-3.17, 0.66, 1.15], [-0.14, 1.22, -3.21], [-0.01, -1.11, 2.78], [1.14, -1.10, -0.75], [0.17, -0.56, 0.65], [-0.20, 0.16, 0.20], [-0.17, -0.17, 0.59], [0.34, -0.52, -0.94], [-0.09, 0.08, -0.21], [-0.74, 0.69, -0.58], [-0.03, 0.16, -0.18], [0.46, 0.94, -0.29], [-0.30, -0.61, 0.71], [-0.02, -0.15, -0.35], [-0.27, -0.26, 0.05], [0.03, 0.24, 0.20], [0.33, -0.10, 0.09], [-0.26, -0.22, 0.09], [0.07, 0.22, -0.38], [-0.17, -0.20, 0.13], [0.00, 0.08, 0.29], [0.10, 0.08, -0.44], [0.32, -0.16, 0.01], [-0.05, 0.14, 0.10], [-0.05, 0.30, -0.35], [0.24, -0.18, 0.20]],
  "nbo_charge": [-0.387, 0.486, 0.758, -0.350, 0.534, 0.514, -0.338, 0.379, -0.282, 0.520, -0.360, 0.260, -0.092, -0.521, -0.083, -0.426, -0.091, -0.423, -0.091, -0.428, -0.092, -0.090, 0.203, 0.210, 0.216, 0.203, 0.239, 0.210, 0.211, 0.239, 0.213, 0.208, 0.237, 0.213]
}

***

{
  "formula": "C11H13N9O4",
  "method": "wB97M-V/def2-TZVPD",
  "lumo_ev": -1.8,
  "gap_ev": 6.89,
  "symbols": ["O", "N", "O", "C", "C", "C", "N", "O", "O", "C", "N", "N", "N", "N", "C", "H", "H", "C", "C", "N", "C", "N", "C", "C", "N", "C", "H", "H", "H", "H", "H", "H", "H", "H", "H", "H", "H"],
  "positions_angstrom": [[-4.132, -1.147, -1.199], [-3.172, -0.941, -0.429], [-3.066, 0.089, 0.277], [-2.107, -1.902, -0.298], [-2.078, -3.126, -1.003], [-1.054, -4.034, -0.780], [-0.958, -5.259, -1.570], [-0.037, -6.068, -1.389], [-1.855, -5.430, -2.433], [-0.050, -3.743, 0.205], [1.014, -4.393, 0.725], [1.554, -3.549, 1.641], [0.895, -2.419, 1.724], [-0.131, -2.507, 0.828], [-1.086, -1.559, 0.575], [-2.862, -3.342, -1.718], [-0.964, -0.587, 1.044], [1.296, 2.223, -1.932], [0.299, 1.153, -1.530], [0.353, 0.773, -0.126], [0.759, 1.702, 0.685], [0.735, 1.614, 2.045], [1.214, 2.806, 2.683], [1.383, 3.781, 1.516], [1.264, 2.933, 0.352], [1.228, 3.423, -1.003], [2.303, 1.798, -1.909], [1.096, 2.539, -2.959], [-0.723, 1.501, -1.774], [0.475, 0.223, -2.078], [0.479, 0.746, 2.498], [2.168, 2.612, 3.188], [0.484, 3.169, 3.413], [2.345, 4.305, 1.548], [0.582, 4.534, 1.543], [2.061, 4.118, -1.167], [0.287, 3.964, -1.191]],
  "forces_ev_per_angstrom": [[2.17, -0.11, 1.37], [-1.94, 2.33, -0.08], [-0.28, -1.99, -1.40], [1.48, -0.28, 0.87], [0.46, -0.73, -0.01], [-0.04, 0.76, 0.30], [-0.59, -2.06, -1.79], [-1.52, 1.97, 0.15], [1.54, 0.56, 1.68], [0.84, -0.16, 0.59], [-0.85, 1.02, -0.21], [-1.66, 1.04, -0.72], [0.43, -0.85, -0.22], [-0.04, -0.52, -0.43], [-0.04, -0.53, 0.01], [0.12, -0.07, 0.00], [-0.22, -0.36, -0.11], [0.40, -0.07, -0.40], [-0.38, -0.29, 0.14], [0.29, 0.83, 0.96], [-0.36, -0.62, -0.93], [-0.48, -0.79, -0.35], [0.34, -0.12, 0.74], [-0.20, 0.45, -0.04], [0.27, -0.09, 0.21], [-0.38, 0.00, -0.02], [0.00, 0.06, 0.04], [0.07, 0.01, 0.07], [0.22, -0.17, 0.02], [-0.03, 0.27, -0.33], [0.29, 0.46, -0.08], [-0.12, 0.17, 0.03], [0.22, 0.06, 0.00], [-0.14, -0.09, -0.05], [0.11, 0.00, -0.11], [-0.14, -0.17, 0.03], [0.14, 0.09, 0.06]],
  "nbo_charge": [-0.354, 0.507, -0.367, -0.060, -0.101, -0.004, 0.502, -0.314, -0.382, 0.302, -0.263, -0.002, -0.074, -0.193, 0.167, 0.292, 0.306, -0.423, -0.226, -0.625, 0.607, -0.611, -0.210, -0.203, -0.441, -0.199, 0.208, 0.218, 0.179, 0.196, 0.414, 0.189, 0.199, 0.201, 0.182, 0.204, 0.178]
}

***

{
  "formula": "C11H13NO2",
  "method": "wB97M-V/def2-TZVPD",
  "e_above_lowest_kcal_mol": 116.1,
  "lumo_ev": 0.8,
  "gap_ev": 8.49,
  "symbols": ["C", "N", "C", "C", "C", "C", "C", "C", "C", "C", "C", "O", "C", "O", "H", "H", "H", "H", "H", "H", "H", "H", "H", "H", "H", "H", "H"],
  "positions_angstrom": [[4.640, 0.936, 0.512], [3.951, -0.377, 0.659], [3.101, -0.753, -0.437], [1.712, -0.246, -0.360], [0.610, -0.925, -0.640], [-0.719, -0.340, -0.527], [-0.847, 1.100, -0.516], [-2.120, 1.571, -0.403], [-3.220, 0.692, -0.019], [-2.955, -0.658, 0.173], [-1.691, -1.250, -0.057], [-4.275, -1.264, 0.249], [-5.225, -0.190, 0.438], [-4.506, 1.035, 0.016], [3.885, 1.673, 0.486], [5.274, 1.116, 1.369], [5.255, 0.794, -0.553], [3.451, -0.584, 1.622], [3.783, -0.424, -1.333], [3.043, -1.884, -0.383], [1.727, 0.730, 0.174], [0.724, -2.038, -0.946], [0.070, 1.698, -0.561], [-2.371, 2.639, -0.268], [-1.468, -2.360, 0.132], [-5.746, -0.143, 1.506], [-6.084, -0.547, -0.333]],
  "forces_ev_per_angstrom": [[0.53, -2.80, -2.02], [-0.23, -0.39, 3.18], [1.77, -1.58, -0.92], [0.89, 1.05, 0.56], [0.94, -1.42, -0.62], [0.54, -0.37, 1.78], [-0.43, -2.43, -0.40], [-2.70, 0.83, 2.22], [4.07, 0.09, -1.21], [-2.05, -0.05, -0.79], [-1.15, 0.32, -0.23], [1.29, 0.76, 1.25], [-1.44, -1.60, -1.42], [-2.07, -1.02, 0.96], [-0.47, 1.57, -0.57], [0.41, -0.05, -0.11], [-1.43, 0.94, 2.93], [1.51, 1.03, -2.54], [-1.89, -0.74, 0.93], [0.17, 1.01, -0.66], [-0.61, -0.41, -0.76], [-0.32, 2.01, 0.33], [-0.77, -0.09, -0.42], [0.40, -0.48, -0.63], [-0.45, 1.94, -0.57], [1.73, 0.25, -1.93], [1.76, 1.62, 1.65]],
  "nbo_charge": [-0.399, -0.650, -0.253, -0.213, -0.191, -0.066, -0.207, -0.233, 0.242, 0.219, -0.237, -0.513, 0.214, -0.477, 0.168, 0.206, 0.189, 0.359, 0.200, 0.195, 0.187, 0.208, 0.233, 0.221, 0.243, 0.174, 0.181]
}

***

{
  "formula": "C11H13NP",
  "method": "wB97M-V/def2-TZVPD",
  "e_above_lowest_kcal_mol": 13.7,
  "charge": 1,
  "lumo_ev": [-4.9, -4.9],
  "gap_ev": [6.74, 6.74],
  "symbols": ["C", "C", "C", "C", "C", "C", "C", "C", "C", "C", "P", "N", "C", "H", "H", "H", "H", "H", "H", "H", "H", "H", "H", "H", "H", "H"],
  "positions_angstrom": [[-3.705, 0.043, -0.008], [-3.178, -1.134, 0.239], [-1.731, -1.486, 0.294], [-0.796, -0.463, -0.357], [0.623, -0.113, 0.184], [1.702, -0.738, -0.662], [3.088, -0.575, 0.108], [3.329, 0.894, 0.219], [2.292, 1.753, 0.092], [0.932, 1.308, 0.006], [-0.395, 2.426, -0.083], [-1.564, 1.172, -0.183], [-2.915, 1.261, -0.125], [-4.727, 0.177, -0.186], [-3.842, -1.859, 0.520], [-1.577, -1.751, 1.440], [-1.578, -2.358, -0.396], [-0.729, -0.541, -1.421], [0.762, -0.294, 1.258], [1.872, -0.332, -1.618], [1.526, -1.856, -0.769], [3.927, -0.939, -0.374], [3.149, -1.067, 1.111], [4.260, 1.269, 0.550], [2.533, 2.893, 0.216], [-3.257, 2.311, -0.054]],
  "forces_ev_per_angstrom": [[0.76, 2.21, -0.89], [1.71, 0.77, -0.37], [0.62, -0.41, 0.93], [-0.55, 3.47, 2.30], [-0.79, -0.46, -0.98], [2.16, -4.31, 2.36], [-1.96, 1.07, 0.77], [-2.04, 0.10, 0.73], [1.61, 2.23, 0.70], [-2.17, 3.03, 0.13], [1.60, -0.42, -0.18], [-2.44, -2.99, -0.07], [4.28, -0.14, 0.06], [-1.51, 0.01, 0.37], [-1.46, -2.17, 0.29], [0.46, 0.39, -2.42], [-0.25, 0.08, 1.21], [-0.34, -0.05, -0.68], [-0.19, -0.56, -0.17], [-0.41, 0.73, -1.24], [0.15, 1.21, -0.07], [1.40, -1.27, -1.56], [-0.49, 0.36, -0.57], [1.03, 0.26, -0.11], [-0.77, -2.26, -0.42], [-0.41, -0.88, -0.11]],
  "nbo_charge": [-0.304, -0.024, -0.513, 0.100, -0.347, -0.392, -0.450, -0.056, -0.308, -0.282, 0.852, -0.607, 0.189, 0.247, 0.228, 0.268, 0.274, 0.223, 0.255, 0.231, 0.222, 0.240, 0.237, 0.226, 0.249, 0.241]
}